(1)
DFT (ωB97M-V/def2-TZVPD) results for a 2-piece molecular cluster, CH3Br2P overall.

Structure (XYZ):
```
7
CH3Br2P | the OMol25 dataset | ωB97M-V/def2-TZVPD
C 2.1486 -0.3267 -0.4402
P -3.0452 -0.2582 0.1322
Br 3.7365 -1.2370 -0.2175
Br 2.1958 1.6370 -0.4028
H 1.2585 -0.7821 -0.8671
H -2.1532 0.8086 0.7614
H -4.1411 0.1583 1.0339
```

Calculated values
E_LUMO (alpha / beta), eV: -0.54 / -1.36
Kohn-Sham gap (alpha / beta), Eh: 0.3159 / 0.2626
Electronic energy, eV: -150455.370
Charge: 0
Energy relative to the best compared isomer or geometry (same formula, charge and spin), kJ/mol: 516.5

---

(2)
DFT (ωB97M-V/def2-TZVPD) results for an isolated ion of composition C5H12ClN5 and charge +2.

Structure (XYZ):
```
23
C5H12ClN5 | the OMol25 dataset | ωB97M-V/def2-TZVPD
C -0.8924 0.8816 -2.5419
C -1.7084 0.7666 -1.1874
N -0.7741 0.2892 -0.1127
C -0.1827 -0.8856 -0.1119
N -0.4764 -1.8559 -0.9887
N 0.7746 -1.2847 0.8491
C 1.4102 -0.4277 1.7050
N 2.3797 -0.6595 2.5105
N 0.8931 0.8067 1.5584
C -0.3386 1.1735 0.9260
Cl -1.6675 1.2664 2.1984
H -0.5864 -0.0764 -2.8773
H -1.5991 1.4018 -3.2301
H -0.0193 1.6113 -2.5619
H -2.3161 1.4900 -0.7517
H -2.3037 -0.1957 -1.3760
H -0.1126 -2.7942 -0.8142
H -1.0589 -1.7023 -1.7962
H 1.2268 -2.2078 0.7281
H 3.0323 -1.4051 2.3391
H 2.9095 0.0402 3.0148
H 1.5025 1.4521 1.9921
H -0.0924 2.3155 0.5284
```

Calculated values
E_LUMO, eV: -7.80
Kohn-Sham gap, Eh: 0.3906
Electronic energy, eV: -25335.933
Charge: +2
Energy relative to the best compared isomer or geometry (same formula, charge and spin), kJ/mol: 0.0

---

(3)
DFT (ωB97M-V/def2-TZVPD) results for an isolated ion of composition C5H7N and charge +1.

Structure (XYZ):
```
13
C5H7N | the OMol25 dataset | ωB97M-V/def2-TZVPD
C -0.3653 -2.1646 -0.1208
C -0.1155 -0.6501 -0.0673
C 0.8604 -0.0482 0.7798
N 0.6885 1.2933 0.5589
C -0.2852 1.5439 -0.3989
C -0.8192 0.3519 -0.7930
H 0.1989 -2.5606 -0.9673
H 0.0703 -2.6660 0.7654
H -1.3975 -2.4363 -0.0098
H 1.7078 -0.5210 1.2672
H 1.1427 2.0392 1.0923
H -0.3744 2.6024 -0.6197
H -1.4840 -0.0317 -1.5322
```

Calculated values
E_LUMO (alpha / beta), eV: -3.74 / -7.73
Kohn-Sham gap (alpha / beta), Eh: 0.4165 / 0.2702
Spin multiplicity: 2
Electronic energy, eV: -6779.985
Charge: +1
Energy relative to the best compared isomer or geometry (same formula, charge and spin), kJ/mol: 69.2

---

(4)
DFT (ωB97M-V/def2-TZVPD) results for a 6-piece molecular cluster, C5H21NO7 overall.

Structure (XYZ):
```
34
C5H21NO7 | the OMol25 dataset | ωB97M-V/def2-TZVPD
C -0.6317 -1.9155 0.0216
C -0.2944 -1.1581 1.3031
C -1.4222 -0.2035 1.6287
O -1.9514 0.6175 0.9082
O -1.8374 -0.3694 2.8876
N 0.9408 -0.3555 1.3135
C 1.0777 0.5274 0.1475
C 2.1271 -1.2284 1.4116
H -1.4810 -2.5910 0.1642
H 0.1978 -2.5145 -0.3310
H -0.8976 -1.2784 -0.8080
H -0.2544 -1.8646 2.1581
H -2.5103 0.2740 3.1458
H 0.1872 1.1272 -0.0095
H 1.8583 1.2417 0.4037
H 1.3170 0.0302 -0.7974
H 2.1924 -1.9606 0.5999
H 2.9917 -0.5756 1.4734
H 2.0238 -1.7955 2.3274
O 1.1961 1.8147 3.4308
H 0.8389 1.2099 2.7603
H 1.7394 1.2682 4.0199
O 0.0860 0.0083 -3.4264
H -0.5500 0.3610 -2.7493
H -0.4158 -0.1302 -4.2381
O 1.5515 -2.0886 -2.6389
H 2.2884 -2.0516 -3.2616
H 0.9643 -1.3403 -2.9161
O -1.9340 0.9018 -1.8644
H -1.9372 0.6911 -0.9022
H -2.0112 1.8714 -1.9604
O -2.0156 3.6239 -1.6806
H -2.2819 3.8105 -0.7725
H -1.1524 4.0427 -1.7488
```

Calculated values
E_LUMO, eV: 0.36
Kohn-Sham gap, Eh: 0.3521
Electronic energy, eV: -21349.160
Charge: 0
Energy relative to the best compared isomer or geometry (same formula, charge and spin), kJ/mol: 45.0

---

Among the records above, which one has the lowest electronic energy? CH3Br2P